Entry from the OMol25 dataset: a cluster of 8 separate species, C6H26NO8 in total (ωB97M-V/def2-TZVPD).

CARTESIAN COORDINATES (ANGSTROEM)
C -1.805 -1.343 0.746
O -0.381 -1.336 0.901
C -2.265 -0.140 -0.121
C -2.109 -0.133 -1.670
C -0.910 -0.368 -2.524
C -1.023 -0.563 -3.876
C 1.384 -0.898 -2.515
N 0.317 -0.428 -1.901
H -2.063 -2.288 0.212
H -2.341 -1.177 1.698
H -0.073 -0.869 1.723
H -3.325 0.126 0.117
H -1.799 0.838 0.227
H -2.900 -0.800 -2.136
H -2.476 0.855 -1.978
H -0.213 -0.625 -4.609
H -1.986 -0.492 -4.360
H 1.402 -0.835 -3.606
H 2.216 -1.343 -1.980
H 0.426 -0.316 -0.848
H 0.878 4.088 0.531
H 1.468 3.208 -0.453
O 1.159 3.162 0.465
H -2.252 1.198 2.986
H -3.758 0.980 3.302
O -3.103 0.955 2.585
H 4.094 1.359 -2.073
H 3.983 0.214 -0.926
O 3.706 0.539 -1.777
H 0.477 -2.628 -0.848
H 0.609 -3.870 -1.634
O 0.468 -2.919 -1.794
H 2.834 1.884 2.973
H 2.308 2.203 1.554
O 2.687 1.484 2.100
H 2.100 -0.218 2.549
H 1.920 -1.678 2.683
O 1.430 -0.864 2.869
H 0.163 0.655 3.286
H -0.732 1.137 4.527
O -0.513 1.247 3.596

Cartesian forces (eV/Å) of the 6 atoms listed first:
-0.21 0.77 -0.90
0.24 0.35 -0.15
0.52 1.85 0.27
-1.18 -1.28 -0.45
-0.49 0.43 2.87
-0.16 0.41 -2.23

LUMO (spin up / spin down): -9.47 / -11.77 eV
orbital gap (spin up / spin down): 6.4 / 4.1 eV
relative energy (zero: lowest compared OMol25 entry of this formula, charge and spin): 0.00 kJ/mol
largest force on an atom: 0.057 Eh/bohr
net charge: +2
2S+1: 2
HOMO (spin up / spin down): -0.58302 / -0.58298 hartree
energy: -24493.9879 eV
⟨S²⟩: 0.75
M: 240.27 g mol⁻¹

And the natural (NBO) charges, in e, turn out to be: -0.086 -0.813 -0.458 -0.509 0.374 -0.088 0.313 -0.536 0.185 0.256 0.533 0.295 0.250 0.297 0.330 0.234 0.260 0.228 0.283 0.506 0.499 0.470 -0.951 0.499 0.487 -0.999 0.512 0.503 -0.990 0.500 0.523 -0.944 0.496 0.511 -1.004 0.510 0.491 -0.989 0.496 0.500 -0.978

Entry from the OMol25 dataset: a cluster of 7 separate species, C6H26O7 in total (ωB97M-V/def2-TZVPD).

CARTESIAN COORDINATES (ANGSTROEM)
C 4.032 1.002 1.482
O 3.023 0.142 1.919
H 4.747 1.296 2.250
H 4.440 0.642 0.537
H 3.610 1.950 1.148
H 2.322 0.133 1.263
C -2.364 1.575 -0.954
O -2.425 0.231 -0.712
H -2.471 2.245 -0.101
H -1.437 1.794 -1.484
H -3.126 1.827 -1.691
H -2.659 -0.227 -1.522
C -0.411 -3.591 1.405
O -0.524 -2.654 2.439
H 0.573 -4.045 1.281
H -1.009 -4.479 1.607
H -0.704 -3.217 0.424
H -0.215 -3.026 3.268
C 0.153 2.719 1.701
O 0.288 4.071 1.890
H 0.802 2.166 2.380
H -0.908 2.471 1.745
H 0.462 2.438 0.694
H -0.433 4.343 1.317
O 0.227 -0.346 0.732
H 0.014 -1.278 0.791
H -0.433 0.014 0.139
O -2.269 -0.096 2.346
H -1.388 -0.458 2.248
H -2.728 -0.362 1.549
C 0.586 -0.950 -2.687
C -0.325 -1.107 -3.887
O -0.943 0.127 -4.044
H 0.045 -1.021 -1.744
H 1.115 0.002 -2.713
H 1.338 -1.739 -2.658
H -1.019 -1.894 -3.590
H 0.217 -1.436 -4.773
H -0.203 0.738 -3.997

Cartesian forces (eV/Å) of the 6 atoms listed first:
-0.54 1.13 -1.28
0.00 -0.43 0.84
0.06 -0.77 0.00
0.92 -0.37 0.27
-0.30 0.47 0.21
-0.32 -0.06 -0.02

LUMO: 0.35 eV
orbital gap: 10.1 eV
relative energy (zero: lowest compared OMol25 entry of this formula, charge and spin): 381.97 kJ/mol
largest force on an atom: 0.054 Eh/bohr
SMILES: CCO.CO.CO.CO.CO.O.O
HOMO: -0.35759 hartree
energy: -20973.3583 eV
M: 210.27 g mol⁻¹

And the natural (NBO) charges, in e, turn out to be: -0.247 -0.734 0.185 0.153 0.153 0.488 -0.246 -0.748 0.191 0.155 0.170 0.486 -0.262 -0.731 0.169 0.170 0.172 0.485 -0.246 -0.702 0.194 0.165 0.133 0.453 -0.963 0.478 0.486 -0.958 0.485 0.469 -0.628 -0.068 -0.711 0.207 0.192 0.213 0.170 0.159 0.462

Entry from the OMol25 dataset: a cluster of 7 separate species, C6H26O7 in total (ωB97M-V/def2-TZVPD).

CARTESIAN COORDINATES (ANGSTROEM)
C 18.578 -6.947 -11.696
O 17.842 -6.125 -12.581
H 17.822 -7.551 -11.195
H 19.247 -7.601 -12.255
H 19.037 -6.247 -10.998
H 18.334 -5.422 -13.011
C 20.577 -8.330 -4.219
O 20.330 -7.148 -3.477
H 19.627 -8.677 -4.626
H 21.125 -8.107 -5.135
H 21.089 -9.117 -3.665
H 19.922 -7.310 -2.623
C 13.824 -11.107 -7.426
O 14.046 -11.309 -8.789
H 14.036 -12.033 -6.890
H 14.490 -10.360 -6.994
H 12.771 -10.854 -7.297
H 14.998 -11.252 -8.896
C 15.295 -15.328 -13.748
O 14.925 -15.280 -15.097
H 14.314 -15.270 -13.276
H 15.712 -16.309 -13.521
H 16.013 -14.578 -13.418
H 14.105 -14.784 -15.145
O 19.037 -12.220 -9.452
H 19.371 -12.607 -8.643
H 19.735 -12.363 -10.092
O 19.900 -14.124 -5.310
H 19.127 -13.983 -4.765
H 20.358 -14.854 -4.894
C 24.414 -12.465 -9.592
C 24.460 -12.221 -11.077
O 23.194 -12.412 -11.615
H 25.426 -12.286 -9.229
H 24.107 -13.496 -9.419
H 23.755 -11.784 -9.053
H 25.050 -12.948 -11.635
H 24.842 -11.258 -11.416
H 23.167 -12.368 -12.574

Cartesian forces (eV/Å) of the 6 atoms listed first:
-0.47 0.89 -0.33
-1.17 0.07 -0.80
0.23 -0.03 0.14
0.37 0.05 0.33
0.61 -0.72 0.37
0.43 -0.27 0.29

LUMO: 0.31 eV
orbital gap: 10.5 eV
relative energy (zero: lowest compared OMol25 entry of this formula, charge and spin): 424.63 kJ/mol
largest force on an atom: 0.048 Eh/bohr
SMILES: CCO.CO.CO.CO.CO.O.O
HOMO: -0.37330 hartree
energy: -20972.9162 eV
M: 210.27 g mol⁻¹

And the natural (NBO) charges, in e, turn out to be: -0.242 -0.742 0.185 0.165 0.167 0.467 -0.248 -0.730 0.160 0.184 0.166 0.469 -0.243 -0.714 0.152 0.159 0.179 0.465 -0.242 -0.722 0.164 0.171 0.165 0.464 -0.945 0.472 0.473 -0.938 0.469 0.470 -0.626 -0.052 -0.741 0.212 0.215 0.215 0.153 0.154 0.471

Entry from the OMol25 dataset: a cluster of 8 separate species, C6H26O9 in total (ωB97M-V/def2-TZVPD).

CARTESIAN COORDINATES (ANGSTROEM)
O -3.219 0.762 -3.141
C -3.039 1.062 -2.053
O -2.680 2.336 -1.687
C -3.261 0.317 -0.784
C -2.084 0.659 0.266
C -2.720 1.322 1.498
C -1.778 2.463 1.875
C -2.798 0.515 2.704
H -2.776 3.136 -2.242
H -3.392 -0.839 -0.807
H -4.135 0.893 -0.469
H -1.307 1.269 -0.224
H -1.596 -0.334 0.597
H -3.796 1.661 1.172
H -1.383 2.159 2.895
H -0.834 2.420 1.407
H -2.186 3.472 1.695
H -3.031 1.057 3.693
H -1.859 -0.119 2.977
H -3.580 -0.174 2.683
H 3.504 0.028 -2.806
H 4.610 0.781 -1.942
O 4.228 -0.113 -2.181
H 1.799 -2.603 -2.323
H 1.738 -1.063 -2.217
O 1.988 -1.911 -1.640
H 2.878 -0.326 2.519
H 4.356 -0.558 1.882
O 3.827 0.039 2.540
H 1.261 -3.468 1.562
H -0.201 -3.196 1.845
O 0.656 -3.328 2.284
H 1.352 -0.491 0.844
H 2.191 -1.344 0.152
O 1.723 -1.325 0.984
H 1.132 0.914 -4.233
H 0.418 0.057 -3.273
O 1.281 0.312 -3.574
H 3.544 -2.219 -0.460
H 4.716 -1.795 -1.354
O 4.455 -2.426 -0.663

Cartesian forces (eV/Å) of the 6 atoms listed first:
-0.77 -1.87 -5.39
0.67 1.96 3.73
0.32 1.19 1.01
1.63 -1.35 1.16
-1.03 -2.56 -0.45
0.05 2.26 -1.72

LUMO: -0.36 eV
orbital gap: 10.1 eV
relative energy (zero: lowest compared OMol25 entry of this formula, charge and spin): 485.72 kJ/mol
largest force on an atom: 0.112 Eh/bohr
SMILES: CC(C)CCC(=O)O.O.O.O.O.O.O.O
HOMO: -0.38401 hartree
energy: -25068.8273 eV
M: 242.26 g mol⁻¹

And the natural (NBO) charges, in e, turn out to be: -0.555 0.801 -0.768 -0.522 -0.375 -0.251 -0.610 -0.613 0.513 0.242 0.237 0.222 0.207 0.196 0.214 0.200 0.224 0.219 0.212 0.206 0.487 0.488 -0.969 0.493 0.491 -0.979 0.490 0.480 -0.976 0.473 0.459 -0.930 0.459 0.470 -0.934 0.486 0.483 -0.958 0.460 0.491 -0.963